Formula: C2H4O3S
Source: the Open Molecules 2025 dataset
Level of theory: ωB97M-V/def2-TZVPD

Summary:
- HOMO energy: -0.3391 Ha
- SMILES: O[C@H]1O[C@]1(O)S
- Multiplicity: 1
- Gap between HOMO and LUMO: 9.35 eV
- Lowest unoccupied orbital energy: 0.1 eV

```
10
C2H4O3S (ωB97M-V/def2-TZVPD)
C -0.69 0.86 0.31
C 0.35 -0.18 0.27
O -0.36 0.07 1.47
O -1.84 0.61 -0.39
O 0.20 -1.25 -0.49
S 2.51 0.44 0.10
H -0.44 1.86 0.39
H -2.06 -0.40 -0.49
H -0.06 -2.04 0.02
H 2.40 0.04 -1.19
```